[1]
15
Properties=species:S:1:pos:R:3:lowdin_charge:R:1 method="wB97M-V/def2-TZVPD" charge=0 e_above_lowest_kj_mol=174.6 lumo_ev=0.629 orbital_gap_ev=8.8 spin_multiplicity=1
C -0.59815 -1.72036 2.07540 -0.23
C 0.39061 2.01081 -2.20443 -0.06
C 0.58542 -1.36245 1.21197 -0.70
N -0.49386 1.56444 -1.10297 -0.28
N -0.18727 1.45419 0.03533 0.06
I 0.49167 -2.33197 -0.72219 0.65
H -1.52643 -1.39336 1.61348 0.06
H -0.65841 -2.79267 2.25437 0.06
H -0.50053 -1.21271 3.03479 0.07
H 1.36324 1.53874 -2.08903 0.08
H -0.04756 1.75569 -3.16590 0.07
H 0.52259 3.08983 -2.13236 0.08
H 1.52669 -1.67903 1.65201 0.03
H -1.47174 1.36936 -1.46131 0.14
H 0.60374 -0.29052 1.00085 -0.03

---

[2]
81
Properties=species:S:1:pos:R:3:lowdin_charge:R:1 method="wB97M-V/def2-TZVPD" charge=-2 e_above_lowest_kj_mol=47.4 lumo_ev=4.182 orbital_gap_ev=5.2 spin_multiplicity=1
Tl 0.08139 -0.10416 -0.82113 0.05
C 3.15581 -3.20991 2.16856 -0.19
C 2.68663 -1.89873 1.53516 -0.39
Ge 1.48154 -2.06388 -0.02186 0.71
C 2.47476 -2.87925 -1.54184 -0.37
C 2.87637 -4.34623 -1.37439 -0.19
C 0.08471 -3.40402 0.42121 -0.27
C -1.25781 -3.33683 0.33525 -0.34
Ge -2.12094 -1.58514 -0.28015 0.82
C -3.33859 -2.01377 -1.81417 -0.39
C -4.55435 -2.92339 -1.63456 -0.19
C -3.27448 -0.66483 1.09933 -0.37
C -4.38770 -1.27342 1.95420 -0.19
C -2.04563 -4.56254 0.66340 -0.23
C -3.37858 -4.47024 1.06777 -0.07
C -4.12428 -5.58884 1.41090 -0.09
C -3.56203 -6.85519 1.33497 -0.13
C -2.24872 -6.97773 0.89883 -0.11
C -1.50837 -5.85374 0.56590 -0.05
H 3.75279 -3.03059 3.06965 0.05
H 3.77217 -3.79846 1.48632 0.04
H 2.31141 -3.84007 2.46407 0.05
H 3.52437 -1.28580 1.19554 0.03
H 2.15126 -1.28642 2.26117 0.02
H 3.34794 -2.24730 -1.72153 0.06
H 1.83384 -2.76765 -2.42036 0.03
H 3.60017 -4.47753 -0.56858 0.04
H 3.32637 -4.75323 -2.28663 0.05
H 2.00860 -4.96761 -1.13684 0.05
H 0.50206 -4.35149 0.78241 0.04
H -2.68852 -2.39165 -2.60803 0.04
H -3.66042 -1.02438 -2.16037 0.04
H -4.25641 -3.94653 -1.39911 0.05
H -5.17040 -2.96257 -2.54134 0.05
H -5.19882 -2.58083 -0.82012 0.04
H -3.69280 0.14873 0.49325 0.05
H -2.55700 -0.16722 1.75658 0.02
H -5.17831 -1.72291 1.34505 0.04
H -4.85870 -0.50923 2.58313 0.06
H -4.00456 -2.03940 2.62953 0.04
H -3.83373 -3.49416 1.10754 0.06
H -5.15323 -5.46648 1.72988 0.10
H -4.14089 -7.73446 1.59262 0.08
H -1.79879 -7.96015 0.80619 0.09
H -0.49699 -5.98097 0.20126 0.10
O -1.71939 4.80419 -3.80082 -0.07
C -1.65011 3.47561 -4.33575 -0.24
C -0.88233 2.53854 -3.39449 -0.55
C 0.52265 3.16731 -3.22226 -0.27
O 1.53650 2.30464 -2.78996 -0.17
C -1.68877 2.47411 -2.07535 -0.54
Se -0.69424 2.34787 -0.39021 0.55
C -0.91934 1.18461 -4.12994 -0.57
Se 0.10796 -0.38141 -3.52405 0.48
H -2.26652 5.32947 -4.38850 0.07
H -1.14133 3.49954 -5.30673 0.11
H -2.66189 3.07667 -4.48407 0.12
H 0.40575 4.02561 -2.55529 0.11
H 0.83191 3.55865 -4.20256 0.12
H 1.78246 2.44335 -1.85715 -0.03
H -2.40011 1.64555 -2.12069 0.05
H -2.25687 3.39868 -1.97011 0.04
H -0.61816 1.34097 -5.17080 0.05
H -1.96811 0.87449 -4.14672 0.04
N 1.01848 2.33158 2.36329 0.06
C 0.21223 1.44638 2.94770 -0.70
N 0.30517 0.15607 2.88580 0.11
C -0.67471 -0.45355 3.63581 -0.33
C -0.85522 -1.83182 3.74563 -0.01
C -1.88942 -2.32289 4.52561 -0.11
C -2.75567 -1.46217 5.20022 -0.13
C -2.60058 -0.08647 5.09008 -0.12
C -1.56232 0.40214 4.31368 -0.51
S -1.13651 2.05246 3.95658 1.01
H 1.78377 2.07295 1.70224 -0.08
H 0.74983 3.29820 2.36734 0.07
H -0.20281 -2.49296 3.18960 0.10
H -2.04044 -3.39380 4.59305 0.10
H -3.56811 -1.86580 5.79188 0.09
H -3.28352 0.58874 5.59123 0.10
Cl 3.14139 1.61220 0.16113 -0.31